Record 1
Computed, not measured: an isolated molecule of C5H12O in a non-equilibrium geometry, with the ωB97M-V functional and the def2-TZVPD basis.

Summary:
E_HOMO, eV: -9.7
ΔE to the lowest compared entry with this formula, charge and spin, kJ/mol: 175.5
Total energy, eV: -7425.493
LUMO energy, eV: 1.08
SMILES: COCC(C)C
HOMO-LUMO gap, eV: 10.748

Positions of all 18 atoms, in Å:
O -1.172 0.051 -0.358
C -2.582 -0.004 -0.191
C 1.317 1.421 -0.137
C 1.151 0.000 0.441
C -0.373 -0.380 0.670
C 1.788 -1.033 -0.414
H 2.015 -2.117 0.079
H -2.943 0.967 0.267
H 2.775 -0.693 -0.674
H 1.193 -1.360 -1.369
H 0.570 2.109 0.471
H 2.361 1.723 -0.087
H 1.501 -0.149 1.431
H -2.995 -0.812 0.420
H -3.001 -0.217 -1.205
H -0.294 -1.493 0.820
H 1.110 1.458 -1.185
H -0.720 0.149 1.685

Record 2
Computed, not measured: an isolated molecule of CH6O3P2 in a non-equilibrium geometry, with the ωB97M-V functional and the def2-TZVPD basis.

Summary:
E_HOMO, eV: -7.1
ΔE to the lowest compared entry with this formula, charge and spin, kJ/mol: 31.2
Total energy, eV: -25853.358
LUMO energy, eV: -0.23
SMILES: CP(O)(O)=PO
HOMO-LUMO gap, eV: 6.873

Positions of all 12 atoms, in Å:
P 2.413 0.473 0.365
P -0.027 0.372 0.087
O -0.208 -1.164 -0.347
O 2.812 -0.573 -0.762
O -0.272 0.248 1.662
C -1.916 0.699 -0.414
H 0.365 -0.419 2.019
H -1.955 0.529 -1.458
H 0.170 -1.652 0.326
H -2.226 1.714 -0.112
H 3.333 -0.125 -1.417
H -2.489 -0.100 0.052

Record 3
Computed, not measured: an isolated molecule of C5H4N2O2S in a non-equilibrium geometry, with the ωB97M-V functional and the def2-TZVPD basis.

Summary:
E_HOMO (alpha / beta), eV: -8.5 / -8.9
ΔE to the lowest compared entry with this formula, charge and spin, kJ/mol: 262.8
Total energy, eV: -23156.932
LUMO energy (alpha / beta), eV: -1.02 / -0.60
HOMO-LUMO gap (alpha / beta), eV: 7.513 / 8.351

Positions of all 14 atoms, in Å:
S -3.142 0.801 -0.242
O -4.391 0.082 -0.221
O -2.350 -1.658 0.131
N -0.271 1.028 0.264
N -1.895 -0.499 0.050
C 2.051 0.707 -0.008
C 0.943 1.519 0.205
C 1.846 -0.661 -0.108
C 0.564 -1.199 -0.025
C -0.462 -0.288 0.146
H 0.377 -2.255 -0.114
H 2.688 -1.314 -0.281
H 3.031 1.144 -0.105
H 1.010 2.593 0.310

Record 4
Computed, not measured: a structure of composition C29H17BrF3ILaN3O3S in a non-equilibrium geometry, with the ωB97M-V functional and the def2-TZVPD basis.

Summary:
E_HOMO, eV: -7.9
ΔE to the lowest compared entry with this formula, charge and spin, kJ/mol: 172.6
Total energy, eV: -138957.289
LUMO energy, eV: -1.28
HOMO-LUMO gap, eV: 6.623

Positions of all 59 atoms, in Å:
La 0.757 -0.141 0.113
I -3.486 5.765 3.274
Br -6.628 0.781 2.180
S 0.862 -2.937 0.426
F 1.355 -5.033 2.735
F 2.515 -5.585 0.977
F 3.412 -5.657 2.941
O -0.744 -0.277 1.573
O 2.185 3.894 -0.517
O 1.406 1.876 0.046
N 1.253 -0.939 -2.178
N -1.227 -0.081 -1.322
N 2.740 -1.282 1.229
C -2.862 0.111 0.501
C -1.976 3.592 1.802
C -2.439 -0.010 -0.866
C -1.934 -0.028 -3.692
C -0.924 3.045 1.087
C -4.774 0.437 1.956
C 1.364 3.182 0.026
C 3.045 -3.525 2.030
C 4.224 -3.151 2.634
C 2.565 -4.945 2.160
C 0.197 3.801 0.765
C -0.796 5.700 1.861
C -0.568 -1.045 -5.394
C -3.964 0.255 3.085
C -1.712 -0.398 -5.029
C -2.019 -0.061 1.644
C 3.891 -0.950 1.823
C 2.394 -1.489 -2.526
C -1.014 -0.298 -2.703
C -1.896 4.920 2.187
C -2.629 0.006 2.921
C 1.671 -1.886 -4.758
C 0.252 -0.846 -3.097
C -4.241 0.350 0.703
C 0.249 5.135 1.147
C 0.443 -1.270 -4.435
C 4.672 -1.839 2.522
C 2.639 -2.010 -3.804
C 2.295 -2.571 1.287
H 3.170 -1.523 -1.767
H 1.120 5.719 0.883
H 5.600 -1.524 2.978
H -0.982 2.019 0.748
H -4.397 0.314 4.074
H 3.589 -2.480 -4.018
H 4.795 -3.878 3.196
H -3.273 -0.086 -1.566
H -0.756 6.738 2.162
H -1.977 -0.147 3.772
H -4.882 0.482 -0.160
H 4.189 0.089 1.728
H -2.840 2.993 2.058
H -2.472 -0.175 -5.766
H 1.833 -2.244 -5.767
H -0.410 -1.369 -6.415
H -2.859 0.477 -3.452

Record 5
Computed, not measured: an isolated molecule of C19H30N2O4S, with the ωB97M-V functional and the def2-TZVPD basis.

Summary:
E_HOMO, eV: -9.1
ΔE to the lowest compared entry with this formula, charge and spin, kJ/mol: 11.2
Total energy, eV: -42196.024
LUMO energy, eV: 0.56
SMILES: COCCCNC(=O)[C@H]1CC[C@H](CNS(=O)(=O)c2ccc(C)cc2)CC1
HOMO-LUMO gap, eV: 9.687

Positions of all 56 atoms, in Å:
S 4.357 -0.863 0.235
O 4.462 -1.370 1.571
O 5.544 -0.658 -0.541
O -2.153 1.908 -0.350
O -5.785 -1.395 0.326
N -3.886 0.483 -0.567
N 3.440 -1.950 -0.635
C 1.030 -1.475 -0.128
C 1.921 2.137 1.397
C -6.611 -0.279 0.598
C 2.319 2.402 -0.952
C -1.656 -0.421 -0.731
C 2.796 1.065 1.428
C -0.203 -2.020 0.589
C 0.611 3.873 0.151
C 3.408 0.656 0.258
C -0.421 -0.001 -1.527
C 1.647 2.798 0.202
C 3.198 1.333 -0.927
C 0.639 -1.096 -1.556
C -6.511 -2.553 0.001
C -4.915 1.432 -0.212
C -1.266 -0.928 0.665
C 2.210 -2.455 -0.074
C -2.574 0.781 -0.534
C -5.751 0.927 0.965
H 3.723 1.014 -1.815
H -4.189 -0.481 -0.594
H -2.189 -1.214 -1.265
H -5.782 -3.341 -0.176
H 0.257 -1.977 -2.078
H 0.062 -2.342 1.597
H 3.407 -1.712 -1.613
H 1.508 -0.727 -2.106
H -0.368 3.415 -0.007
H 0.576 4.428 1.084
H -5.563 1.611 -1.077
H 3.001 0.519 2.335
H 1.334 -0.565 0.393
H 2.447 -2.687 0.966
H -7.227 -0.051 -0.287
H -5.087 0.650 1.784
H -0.595 -2.887 0.051
H -6.410 1.726 1.305
H -4.410 2.366 0.048
H -7.115 -2.401 -0.902
H 1.956 -3.386 -0.592
H -0.873 -0.087 1.241
H 2.133 2.923 -1.879
H -0.721 0.259 -2.545
H -7.290 -0.521 1.430
H -7.175 -2.848 0.822
H -0.004 0.896 -1.066
H 0.798 4.561 -0.670
H -2.156 -1.302 1.176
H 1.424 2.451 2.303

Record 6
Computed, not measured: a structure of composition C33H32IrN5O3 in a non-equilibrium geometry, with the ωB97M-V functional and the def2-TZVPD basis.

Summary:
E_HOMO (alpha / beta), eV: -16.5 / -16.5
ΔE to the lowest compared entry with this formula, charge and spin, kJ/mol: 208.3
Total energy, eV: -51146.631
Charge: +3
LUMO energy (alpha / beta), eV: -9.75 / -10.79
2S+1: 2
HOMO-LUMO gap (alpha / beta), eV: 6.738 / 5.695

Positions of all 74 atoms, in Å:
Ir 0.207 1.496 1.054
O 0.213 -2.564 -4.540
O -1.528 0.652 1.476
O -2.756 -1.177 1.141
N 1.132 -0.675 -3.733
N -1.146 -1.195 -3.294
N 1.263 1.348 -0.648
N -1.795 3.312 -0.440
N 0.697 -0.695 1.235
C -2.109 3.019 3.997
C 1.478 0.282 -2.779
C 2.591 1.089 -3.045
C 2.371 0.762 3.961
C 1.922 -1.319 1.155
C -2.383 -3.278 -3.733
C 1.994 -2.733 1.125
C -4.655 -1.921 -2.760
C -0.195 3.999 2.711
C 3.119 -0.574 1.096
C 1.424 1.749 3.343
C -0.397 -1.433 1.315
C -0.398 -2.832 1.330
C 2.313 2.130 -0.916
C -0.728 2.959 3.444
C 0.084 -1.572 -3.888
C 1.870 2.728 2.425
C -0.981 2.652 0.038
C 0.847 0.438 -1.556
C 0.800 -3.478 1.231
C 4.397 -2.621 0.933
C 4.323 -1.211 0.992
C -1.687 -0.666 1.298
C -6.064 -3.960 -3.206
C -3.591 -3.907 -3.707
C -3.464 -1.275 -2.780
C 1.090 3.902 2.166
C 1.686 5.065 1.441
C -2.296 -1.925 -3.285
C 0.106 1.824 3.751
C 3.257 -3.364 1.003
C 3.003 2.012 -2.113
C -4.764 -3.263 -3.234
H -6.282 -4.259 -2.171
H 3.127 0.983 -3.981
H -2.077 3.491 4.984
H -3.392 -0.252 -2.430
H 2.635 4.823 0.963
H -6.070 -4.858 -3.819
H 3.072 0.504 1.149
H 1.862 -0.895 -4.399
H 0.999 5.481 0.704
H 3.298 -4.446 0.973
H -6.879 -3.294 -3.495
H -2.534 2.024 4.124
H 1.883 5.856 2.170
H 1.889 -0.192 4.170
H 0.039 -0.203 -1.238
H -0.268 1.076 4.441
H -0.775 4.900 2.549
H -1.508 -3.781 -4.109
H -1.236 -0.231 -3.005
H 0.850 -4.560 1.235
H -2.499 3.873 -0.887
H -3.666 -4.926 -4.063
H 2.704 1.176 4.916
H 2.597 2.856 -0.173
H -2.766 3.619 3.371
H 2.913 2.728 2.126
H 5.238 -0.633 0.968
H -5.542 -1.422 -2.392
H 3.864 2.638 -2.299
H -1.345 -3.346 1.417
H 3.257 0.597 3.356
H 5.361 -3.104 0.843

Record 7
Computed, not measured: a cluster of 14 separate species, C17H62N10O14 in total in a non-equilibrium geometry, with the ωB97M-V functional and the def2-TZVPD basis.

Summary:
E_HOMO, eV: -8.9
ΔE to the lowest compared entry with this formula, charge and spin, kJ/mol: 123.0
Total energy, eV: -62195.609
LUMO energy, eV: -0.05
HOMO-LUMO gap, eV: 8.861

Positions of all 103 atoms, in Å:
O -4.264 1.593 2.232
O -1.495 -5.838 -0.021
O -0.426 -1.933 -4.122
O 1.417 0.048 3.435
O 2.867 -3.038 -2.299
O -0.543 3.445 2.557
O -0.154 2.820 -2.180
O -3.054 -0.229 -2.503
O 3.372 -2.451 2.530
O -2.798 -0.798 3.172
O -1.949 5.774 -1.439
O 0.073 -2.039 2.122
O 4.718 0.669 1.374
O 0.433 0.042 -0.959
N -1.293 -3.491 0.165
N 0.165 -3.659 -2.669
N 4.194 0.940 -0.805
N 3.329 -4.387 1.254
N -2.304 5.879 0.846
N 2.500 -2.642 0.326
N 2.624 0.044 0.490
N -1.443 4.060 -0.012
N 0.498 -4.641 -0.269
N -1.126 -1.993 -1.921
C -3.556 1.856 1.050
C 3.111 -3.143 1.340
C 0.247 -3.096 2.996
C -3.635 2.100 -2.506
C 1.557 3.297 1.414
C 0.540 4.002 -2.464
C 3.271 -1.852 -4.122
C 0.172 0.691 3.646
C -3.248 -1.432 2.010
C -2.853 0.984 -3.194
C -1.922 5.239 -0.196
C 2.888 -1.729 -2.661
C -0.521 -2.571 -2.902
C 3.844 0.574 0.374
C 0.823 3.801 2.645
C -0.605 0.663 -0.248
C -0.776 -4.657 0.012
H 2.382 -1.594 0.433
H 2.664 -2.727 -4.552
H 1.602 2.215 1.286
H -0.765 -2.861 0.784
H 0.571 -1.301 2.507
H -1.796 1.222 -3.089
H -4.650 1.762 -2.139
H -0.369 1.724 0.023
H 0.506 2.164 -2.141
H 1.246 3.437 3.592
H -3.793 1.095 0.268
H -2.702 6.790 0.821
H -2.334 -1.341 3.749
H 0.963 -5.470 -0.513
H -3.958 2.922 -3.150
H 1.230 -3.464 3.000
H -3.727 2.869 0.570
H 0.476 -4.220 -3.463
H 1.908 -1.290 -2.560
H 1.110 -3.821 -0.015
H -3.767 0.991 2.831
H -2.294 -3.632 0.346
H -0.303 0.982 2.739
H 2.005 -3.388 -2.543
H 3.556 0.970 -1.587
H -3.998 -0.405 -2.602
H -4.119 -0.977 1.668
H 0.677 4.450 -1.509
H -0.572 0.053 4.081
H 3.579 -1.161 -1.973
H -3.134 0.878 -4.206
H 0.320 1.493 4.405
H 1.544 3.973 -3.089
H 2.368 0.047 1.463
H -0.148 4.720 -2.970
H 4.296 -1.886 -4.316
H 1.835 0.210 -0.147
H 2.777 -2.852 -0.617
H -1.352 0.691 -1.044
H 1.202 3.649 0.433
H -3.001 2.417 -1.654
H 3.759 -4.940 2.005
H 1.876 0.115 4.240
H -1.046 3.673 -0.880
H -0.977 0.086 0.565
H -1.266 -2.591 -1.075
H 3.614 -4.757 0.341
H 0.111 -0.828 -1.252
H 1.005 4.896 2.745
H -3.509 -2.459 2.258
H -2.511 -1.544 1.162
H -1.805 -1.208 -2.068
H 0.174 -4.068 -1.681
H 5.191 1.058 -0.989
H -1.144 3.636 0.894
H 3.075 -0.949 -4.606
H -2.511 1.779 1.191
H 2.582 3.624 1.541
H -0.377 -3.942 2.760
H -0.939 3.478 3.445
H 0.153 -2.754 4.048
H -2.171 5.455 1.737

Record 8
Computed, not measured: a cluster of 2 separate species, C3H7N in total in a non-equilibrium geometry, with the ωB97M-V functional and the def2-TZVPD basis.

Summary:
E_HOMO, eV: -10.2
ΔE to the lowest compared entry with this formula, charge and spin, kJ/mol: 164.0
Total energy, eV: -4712.457
LUMO energy, eV: 0.98
SMILES: C=C.C=N
HOMO-LUMO gap, eV: 11.208

Positions of all 11 atoms, in Å:
N -3.415 -0.785 -0.035
C 1.724 0.268 -0.507
C 3.055 0.301 -0.377
C -2.742 -0.317 0.944
H -2.691 -0.794 1.917
H 3.608 0.502 -1.281
H 3.430 0.054 0.602
H -2.206 0.608 0.739
H 1.084 -0.005 0.322
H 1.246 0.454 -1.460
H -3.093 -0.287 -0.862

Record 9
Computed, not measured: a cluster of 5 separate species, C16H40BN3O9PS4 in total in a non-equilibrium geometry, with the ωB97M-V functional and the def2-TZVPD basis.

Summary:
E_HOMO, eV: -12.4
ΔE to the lowest compared entry with this formula, charge and spin, kJ/mol: 0.0
Total energy, eV: -93441.119
Charge: +1
LUMO energy, eV: -1.84
HOMO-LUMO gap, eV: 10.593

Positions of all 74 atoms, in Å:
S 1.104 2.256 -1.055
S 2.889 -4.037 0.563
S -2.167 -0.288 5.144
S -1.993 2.911 -5.477
P 4.087 0.166 2.283
O -1.358 3.991 -4.758
O 2.488 2.086 -0.621
O -1.725 0.981 5.657
O 2.767 -2.596 0.396
O 1.232 1.701 2.558
O -1.196 -1.311 4.812
O 1.907 -4.891 -0.043
O 0.165 2.779 -0.090
O -1.195 1.826 -5.994
N 5.351 0.222 1.398
N 0.187 -0.375 1.797
N 2.626 0.096 1.252
C 0.204 0.968 -3.196
C -3.032 3.592 -6.775
C -4.620 -0.508 4.107
C 5.226 -5.015 1.370
C 3.039 -4.446 2.299
C -4.740 -0.369 5.630
C 4.536 -4.557 0.079
C -3.327 2.264 -4.469
C -3.449 -0.938 6.208
C 4.130 -5.511 2.325
C 1.144 2.090 -3.654
C 1.069 3.169 -2.579
C -3.228 -0.001 3.714
C -4.472 3.218 -6.404
C -4.537 3.100 -4.875
C 0.509 0.692 -1.717
B 1.279 0.499 1.918
H -3.057 2.358 -3.419
H 4.410 -5.369 -0.634
H 3.727 -6.462 1.974
H 1.302 -0.048 -1.602
H -3.219 1.070 3.523
H -3.416 -2.025 6.133
H -2.710 3.168 -7.722
H 5.037 -3.718 -0.399
H -4.472 4.090 -4.421
H -2.874 4.669 -6.778
H -4.733 2.260 -6.857
H -0.365 0.393 -1.143
H -5.173 3.960 -6.780
H 2.165 1.708 -3.734
H 2.799 0.756 0.462
H 0.919 2.405 1.968
H -5.610 -0.895 6.018
H 5.959 -5.791 1.160
H -2.813 -0.534 2.861
H -4.834 0.684 5.902
H -4.724 -1.558 3.826
H -0.333 -0.529 2.655
H -5.465 2.639 -4.543
H 0.854 2.488 -4.621
H -5.397 0.049 3.588
H 0.119 3.702 -2.617
H -3.454 1.214 -4.736
H 2.070 -4.781 2.663
H 1.897 3.875 -2.589
H 4.509 -5.661 3.335
H 0.329 0.070 -3.797
H 5.932 1.035 1.562
H 0.354 -1.248 1.310
H 3.348 -3.545 2.829
H 3.877 1.225 3.173
H -0.832 1.288 -3.301
H -3.244 -0.626 7.229
H 2.539 -0.870 0.912
H 5.757 -4.176 1.823
H 3.920 -1.035 2.982

Record 10
Computed, not measured: an isolated molecule of C4H3NO2 in a non-equilibrium geometry, with the ωB97M-V functional and the def2-TZVPD basis.

Summary:
E_HOMO, eV: -9.1
ΔE to the lowest compared entry with this formula, charge and spin, kJ/mol: 413.9
Total energy, eV: -9777.397
LUMO energy, eV: 0.75
SMILES: C#CC1=NOCO1
HOMO-LUMO gap, eV: 9.850

Positions of all 10 atoms, in Å:
O -1.694 0.782 0.003
O -0.390 -1.081 -0.038
N -0.363 1.154 -0.006
C 1.749 -0.030 -0.040
C 2.954 -0.026 0.025
C 0.333 0.078 -0.010
C -1.741 -0.634 0.033
H -2.195 -0.972 0.985
H -2.368 -0.969 -0.819
H 4.005 -0.071 0.118

> Among the records above, which one has the highest ΔE to the lowest compared entry with this formula, charge and spin?

C4H3NO2

> total energy of number 7 (C17H62N10O14)?

-62195.609 eV